# 1
The following is a DFT calculation (wB97M-V/def2-TZVPD) of a single C5H6S molecule.

Each line ends with the Mulliken charge.
CARTESIAN COORDINATES (ANGSTROEM)
C (2.37, -1.28, 0.06)  0.114
C (1.37, -0.65, -0.11)  -0.638
C (0.06, -0.05, -0.39)  -0.051
S (-0.02, 1.74, 0.01)  -0.170
C (-1.05, -0.76, 0.36)  -0.080
C (-2.23, -1.21, -0.09)  -0.751
H (3.26, -1.85, 0.21)  0.423
H (-0.08, -0.15, -1.46)  0.286
H (0.37, 1.47, 1.25)  0.138
H (-0.92, -0.84, 1.44)  0.234
H (-2.89, -1.73, 0.57)  0.265
H (-2.56, -1.11, -1.14)  0.231

ΔE to the lowest compared entry with this formula, charge and spin in kJ/mol: 191.0
SMILES: C#C[C@H](S)C=C
Molecular weight in u: 98.17

***

# 2
The following is a DFT calculation (wB97M-V/def2-TZVPD) of a single C5H6S molecule.

Each line ends with the Mulliken charge.
CARTESIAN COORDINATES (ANGSTROEM)
C (-1.09, 0.97, -0.85)  -0.296
C (0.06, 0.42, -1.24)  -0.545
C (0.57, -0.59, -0.31)  -0.177
C (0.85, -0.06, 1.07)  -0.712
C (-0.43, -0.78, 0.81)  -0.088
S (-1.86, 0.26, 0.54)  -0.180
H (-1.63, 1.77, -1.34)  0.372
H (0.60, 0.71, -2.12)  0.370
H (1.15, -1.42, -0.70)  0.388
H (0.81, 1.01, 1.21)  0.226
H (1.60, -0.56, 1.67)  0.252
H (-0.63, -1.74, 1.27)  0.391

ΔE to the lowest compared entry with this formula, charge and spin in kJ/mol: 38.8
SMILES: C1=C[C@H]2C[C@H]2S1
Molecular weight in u: 98.17

***

Taking the records one at a time from the top gives HOMO values of -9.15, -7.92 eV.
Taking the records one at a time from the top gives largest force on an atom values of 0.042, 0.015 hartree/bohr.
Taking the records one at a time from the top gives total energy values of -16114.5593, -16116.1359 eV.